The following is a quantum chemistry calculation of a cluster of 3 separate species, C16H43BBrIN6O5P3 in total in a non-equilibrium geometry, from OMol25.

Values from the calculation:
Total energy, eV: -143146.745
Total charge: -1
E_HOMO, eV: -5.27

Positions of all 76 atoms, in Å:
H 1.9333 2.7905 -4.7611
C -0.1465 4.4804 -2.5149
N -0.0880 3.9767 -3.8932
H 1.3288 -4.0033 4.6479
N -1.3224 2.2435 -5.7867
H -0.7361 3.6489 -7.2547
H 2.9367 1.8348 3.6146
C -5.1304 -4.9497 2.9182
C -0.1471 -5.9307 2.7484
O -0.2673 -7.2244 2.3911
C 0.5535 -0.2788 4.6631
H 0.5995 2.6880 -6.5852
H 0.9597 -0.3250 5.6789
N 1.4183 1.4981 1.6584
C 2.1776 -2.4274 1.2828
H 4.3744 -1.5947 2.3792
B -1.0940 -5.2087 3.9258
H 0.4884 3.4015 1.4504
H -2.4848 -4.1143 2.4688
O 0.8343 -5.0233 2.0721
H 2.3224 -2.2824 0.2059
H 3.3815 1.4579 0.8731
C 2.3876 1.8209 0.6182
H -3.1334 3.0442 -6.5532
O -2.4035 3.6018 -4.1201
H -0.4779 2.1938 2.2841
C -2.6824 2.0777 -6.2996
H -0.9907 5.6356 -4.8828
H -5.8173 -5.5762 2.2078
C -3.7552 -5.7746 3.3933
C -0.0308 5.1187 -4.7978
H 0.6990 5.1414 -2.2948
H -1.0766 5.0246 -2.3201
H 2.8839 -3.1906 1.6262
C 0.0176 0.4219 -3.3588
C 2.0782 1.4936 4.2006
H 3.9561 0.0780 2.6189
H -0.5096 1.9544 -7.7085
H 1.3209 2.2849 4.2195
H -3.4787 -6.6454 2.6371
H 2.3225 1.1734 -4.2539
H 2.4594 1.3745 5.2221
H -2.7021 1.4431 -7.1918
H 0.3028 4.8242 -5.7910
H -0.3445 0.3485 4.6661
H -4.7808 -3.9322 2.4020
H 1.8764 2.3697 -3.0292
H 4.0791 -0.5687 0.9690
H 0.7217 5.8426 -4.4630
C -2.5843 -4.6320 3.5396
H -0.9725 0.0047 -3.5714
C 1.6528 2.0156 -4.0415
H 2.1026 1.4229 -0.3595
C -0.4543 2.6657 -6.8713
O 0.8655 -3.7571 5.5116
H -0.0869 3.6484 -1.8044
N 0.2594 1.6061 -4.1869
H -2.8570 -3.7784 4.3202
C 3.7421 -0.7854 1.9851
H 0.2538 -1.2976 4.3953
H -5.7469 -4.6059 3.8754
N 1.5416 0.2287 3.7078
H -3.3188 1.5826 -5.5548
H 2.5113 2.9065 0.5254
H -0.2878 2.0944 0.5252
H 1.1738 -2.8407 1.4454
O 0.5509 -0.4188 0.5969
P -1.1647 2.6734 -4.1512
P 1.0118 -0.1176 2.0441
P -0.3164 -5.0715 5.6886
I -4.2141 -6.7915 5.3266
H 0.7455 -0.3702 -3.5635
H 0.0566 0.6757 -2.2939
Br -1.8497 -4.4604 7.2526
C 0.2294 2.3371 1.4596
N 2.3429 -1.1721 2.0157

=====

The following is a quantum chemistry calculation of a cluster of 8 separate species, C16H44BN9O18P in total in a non-equilibrium geometry, from OMol25.

Values from the calculation:
Total energy, eV: -77518.650
Total charge: -1
E_HOMO, eV: -4.88

Positions of all 89 atoms, in Å:
H -2.1171 2.1468 -7.0428
O 1.6847 3.5968 1.9036
H 0.6756 2.5089 -3.0065
H 3.5435 4.9207 3.0450
H -6.7143 -1.7823 -0.2735
O -3.8284 4.3178 -8.2063
H 5.2857 0.2666 3.7107
H 2.3676 2.1590 3.1625
N 0.6791 -2.4367 0.6945
C 3.6353 3.7250 4.8584
H -3.7403 -2.1524 4.9204
H -3.9883 -2.8906 3.3036
H 0.3529 5.1577 6.5228
C 2.8030 2.9620 2.4983
O -1.3197 0.4442 -0.6567
H 0.1262 6.3515 5.3669
O -0.0329 2.6719 0.2827
O -4.4189 2.2461 -8.2298
H 1.7513 -7.0971 -3.8381
H 0.2530 4.0799 4.4267
C 1.3268 -3.2531 -0.3656
H 4.2153 4.4987 5.4201
H 1.5290 5.1661 3.8204
C 3.7829 3.8560 3.3051
H -5.3554 -2.9317 -0.0862
C -3.4397 -2.9459 4.2408
H -2.0160 3.1223 0.0754
H -0.5842 -4.5364 -6.3299
H 0.4696 -3.2734 -7.0463
H 4.3318 -0.3639 0.8073
H -0.8543 -0.3594 -0.4129
O 2.6053 -5.3290 -1.3356
C 2.5239 -6.6682 -3.2089
H 3.1497 -5.9873 -3.7771
O -0.5630 0.9366 -5.4882
C -2.8279 2.8869 -6.6875
C -1.8851 1.0050 0.5417
H 2.0867 3.7660 6.4841
O -0.3430 3.0477 -5.1178
C 0.3903 -4.3194 -6.7603
C -5.6362 -1.9117 -0.3293
H -3.4135 2.5016 -5.8561
H 1.7923 2.6083 5.1484
B 0.9693 2.4126 1.3274
O 2.2589 -5.4113 -5.9351
H 0.5940 -4.9688 -7.6058
O -5.2452 0.1808 0.5357
H 3.1162 -7.4488 -2.7367
O -4.3516 -1.4988 1.5451
N -3.7697 3.1769 -7.8005
N 0.7720 5.6737 5.7552
H 1.3096 0.9852 -3.6969
O -4.9495 -4.4311 5.1503
C 2.1572 3.6353 5.3736
C 0.4185 1.5764 -3.4989
H -5.2554 -1.6273 -1.3072
H -1.9557 -0.9716 1.5945
H -1.5375 2.7884 1.7770
H -0.6200 0.0609 2.1416
O 2.1089 1.6703 0.7080
H -2.3693 -2.9158 4.0625
C 3.3612 2.0990 1.2859
H -2.9906 1.0548 0.3801
N 1.4085 -4.5734 -5.7101
H 1.9008 -4.0221 0.1237
C -1.3599 2.4793 0.7211
H 4.1237 2.7525 5.1360
H 0.5539 -3.6843 -0.9908
N 1.8748 -5.8825 -2.1316
H -2.2886 0.4073 2.6537
O 0.6637 -5.8437 -2.1201
O 1.4083 -1.8817 1.4811
H 4.8519 3.7235 3.0208
P 4.0522 0.4832 1.9197
H 3.8556 2.6125 0.4323
H 3.0901 -0.1846 2.7453
H -2.3219 3.8037 -6.4104
N -5.0251 -0.9998 0.6692
O -0.5388 -2.3791 0.7024
H 1.9667 -2.5864 -0.9401
N 5.4066 0.6493 2.7760
C 1.1599 4.6668 4.7359
H 0.4408 1.9135 2.2923
N -0.2136 1.8817 -4.8079
C -1.6723 0.0799 1.7774
N -3.7814 -4.2407 4.8842
O 1.3213 -3.9246 -4.6939
H -0.3040 1.0163 -2.9061
O -2.8777 -5.0187 5.0999

=====

The following is a quantum chemistry calculation of a structure of composition C16H44BeN4O4 in a non-equilibrium geometry, from OMol25.

Values from the calculation:
Total energy, eV: -31842.645
Total charge: +2
E_HOMO, eV: -15.46

Positions of all 69 atoms, in Å:
Be 11.8653 -13.2943 -7.7618
H 11.2190 -10.0346 -7.6041
C 9.6816 -14.6387 -8.4705
N 12.2062 -15.9347 -6.5813
H 11.3122 -14.8452 -9.5969
C 12.9613 -17.1422 -6.8954
H 14.6091 -16.7331 -5.4291
H 15.4814 -11.7797 -9.3953
H 13.3791 -18.1538 -8.6882
C 8.6358 -16.2359 -6.0948
H 8.2542 -16.3591 -8.5278
N 11.1262 -14.4975 -8.5926
H 13.1369 -8.4418 -6.8800
H 9.2680 -14.0805 -7.6124
C 14.4312 -16.8328 -6.4892
C 10.8455 -11.0266 -7.6653
H 12.5690 -15.5769 -5.6707
N 13.4392 -13.4633 -7.1969
H 8.3937 -15.1745 -5.8417
H 11.3743 -13.4316 -4.4812
H 9.8570 -16.7914 -9.0041
H 10.2402 -11.2784 -5.6538
O 10.9515 -13.0041 -6.4491
C 13.9315 -9.1823 -6.8016
H 13.6374 -13.4694 -6.1579
H 15.3207 -13.4946 -9.2095
C 12.7156 -17.4001 -8.3384
C 9.2751 -16.1428 -8.3179
C 9.3714 -11.0525 -8.0545
H 11.2360 -11.4833 -9.4921
H 15.5366 -11.0006 -6.5374
H 16.6334 -16.6374 -7.7205
N 11.6374 -11.8363 -8.5764
H 9.1374 -10.5717 -9.0201
H 9.7051 -13.4316 -4.7597
H 9.2704 -14.7796 -10.5440
C 14.8332 -12.5521 -9.0059
H 8.8974 -10.4551 -7.2997
O 14.9196 -15.7280 -7.2741
H 14.0166 -9.2642 -5.7573
H 11.3956 -15.4309 -8.0915
H 9.1787 -12.9570 -9.9493
H 12.8010 -16.4529 -8.9270
H 8.9242 -16.6743 -5.1445
H 14.8193 -8.8149 -7.3300
H 15.4163 -13.1654 -7.1425
O 9.7127 -16.4420 -7.0050
H 15.0131 -17.7122 -6.7065
C 14.5827 -12.6550 -7.5404
C 10.6670 -13.6512 -5.2354
H 11.9688 -11.3030 -5.7568
H 11.7504 -17.7847 -8.4359
H 16.7927 -15.4356 -6.5180
H 12.5602 -18.0005 -6.3333
H 13.9201 -14.3823 -7.4555
H 11.2334 -16.3053 -6.4132
H 10.5226 -14.7060 -5.3206
H 7.7102 -16.7992 -6.2824
C 11.0130 -11.5841 -6.3037
C 16.2593 -15.7119 -7.3906
H 16.5680 -14.9853 -8.1813
H 14.1805 -11.5376 -5.6520
H 8.8418 -11.9476 -7.9388
C 14.5233 -11.3807 -6.6967
H 7.9704 -14.2134 -9.6338
H 13.9278 -12.5091 -9.6415
C 9.0711 -14.0397 -9.7572
O 13.6024 -10.4861 -7.2239
H 12.5001 -11.1798 -8.6464

=====

The following is a quantum chemistry calculation of a structure of composition C16H44ClN4O4Ti in a non-equilibrium geometry, from OMol25.

Values from the calculation:
Total energy, eV: -67085.045
Spin multiplicity: 4
Expectation value of S²: 3.75
E_HOMO (alpha / beta), eV: -8.11 / -8.12

Positions of all 70 atoms, in Å:
H 1.0374 5.4780 -0.6450
C 0.4978 4.4445 -2.4013
H 6.0542 3.5719 3.2605
C -3.2750 -4.9071 1.2884
H -5.1239 -6.8815 2.7153
H -3.4817 -1.1591 -7.3400
O 7.9985 1.6346 3.9676
H -1.8445 -0.4775 -5.8603
H -2.2311 -2.2606 -7.8919
C -0.0359 5.6774 -3.1918
H -0.7628 -0.7396 -2.4670
H -0.4191 6.4578 -2.5342
C -3.0956 -0.8320 -3.3303
H 6.7281 0.0980 4.3984
Cl -0.6235 0.2800 1.6826
C -7.6477 -6.5698 3.0158
C 6.7150 1.1879 4.3969
H -8.4530 -6.0246 3.5080
H -5.6233 -6.3942 1.1275
H -2.5984 -5.7185 1.5569
O -2.8078 -2.4047 -5.8766
H -0.9107 5.3485 -3.7527
H 9.2237 1.5606 5.6602
H 4.7710 3.2632 4.3523
H -3.1117 -0.6507 -2.2556
H 4.3965 4.9576 -0.7906
H -0.8373 -1.9333 -5.7576
C 5.5915 1.5250 3.2994
C -1.7829 -1.4860 -5.4514
C 3.7541 5.8319 -0.8958
H 4.3109 6.6582 -1.3377
H 6.5142 1.6304 5.3726
N 4.3881 0.7569 3.5348
H 10.0106 1.5846 4.0510
H -0.3238 3.1353 -1.1285
C 9.2062 1.1555 4.6485
O 2.7014 5.5071 -1.8228
C 1.5887 4.8126 -1.3094
H 3.6600 1.3061 3.1008
H 1.8153 3.8975 -0.7624
H 3.4456 6.1529 0.0991
H -7.2370 -7.2082 3.7981
H 5.9628 1.2666 2.3078
N -0.6102 -0.7663 -3.4650
C 5.1544 2.9676 3.3757
N -4.1326 -4.4405 3.4664
H -3.9068 -2.7989 -7.5332
H 4.3627 3.1486 2.6487
Ti -2.9399 2.5795 3.5116
H 4.0486 0.7919 4.4854
H 9.3476 0.0761 4.7019
H -3.4288 -5.0386 0.2174
H -3.8253 -5.3425 3.8011
C -3.0797 -2.1645 -7.2146
H -0.6233 0.1830 -3.8095
H -5.1060 -3.9467 1.7062
H -2.6753 -3.9997 1.3600
H 1.0552 3.8556 -3.1297
H -4.9987 -4.3048 3.9678
H -3.9506 -1.4591 -3.5828
H -8.1128 -7.1680 2.2323
C -4.5430 -4.7813 2.1242
N -0.6576 3.8611 -1.7465
O -6.7526 -5.5348 2.5580
C -1.7930 -1.4382 -3.9216
H -1.1527 4.4330 -1.0772
H -1.8895 -2.4672 -3.5754
C -5.4774 -6.0243 2.1424
H -3.2028 0.1712 -3.7429
H 0.7451 6.0745 -3.8403